1.
Entry from OMol25: a cluster of 5 separate species, C6H22NO5 in total at a distorted geometry (ωB97M-V/def2-TZVPD).

Calculated values
Molecular weight = 188.2 g/mol
Net charge = -1
ΔE to the lowest compared entry with this formula, charge and spin = 338.4 kJ/mol
Gap between HOMO and LUMO = 5.43 eV
LUMO energy = 3.44 eV
2S+1 = 1

Geometry as XYZ:
```
34
Properties=species:S:1:pos:R:3:forces:R:3:lowdin_charge:R:1
O -3.012 -1.767 1.268 -0.117 -0.336 0.085 -0.07
O 0.774 -2.961 -2.764 0.347 -0.616 -0.602 -0.08
O -0.972 -0.300 -2.747 -0.441 -0.036 -0.465 -0.17
O 0.859 2.892 -1.379 0.492 0.331 -0.078 -0.08
O 2.129 2.483 1.216 0.519 0.394 0.564 -0.09
N 0.612 -0.010 0.264 -0.287 -0.981 -0.183 -0.21
C 0.786 -0.151 2.786 -0.661 -1.214 -0.209 -0.08
C 1.621 -0.352 -0.758 -0.008 1.551 -0.385 -0.10
C 0.590 -0.907 1.426 0.663 0.323 1.043 -0.23
C -1.328 -0.621 -1.319 1.494 0.041 0.173 -0.28
C -1.575 1.188 0.480 0.585 -0.008 0.050 -0.13
C -0.695 0.295 -0.361 -0.363 0.549 0.053 -0.40
H -1.809 0.803 1.491 -0.251 0.015 -0.068 0.05
H 1.362 -1.685 1.381 0.165 0.188 -0.333 0.09
H 0.903 1.965 -1.089 -0.541 -0.019 -0.222 -0.01
H 1.368 -0.781 3.467 0.357 0.298 -0.087 0.06
H 1.207 0.836 2.645 0.119 0.053 0.161 0.04
H 2.394 0.430 -0.808 0.238 0.034 0.273 0.07
H 0.089 3.220 -0.911 -0.254 -0.129 -0.005 0.02
H 1.093 -0.203 -1.694 0.302 -0.706 -0.369 0.06
H 2.025 3.232 0.617 -0.149 -0.496 -0.214 0.02
H -0.922 -1.643 -1.329 -0.371 -0.233 0.467 0.08
H -0.872 0.663 -2.746 0.077 -0.017 0.213 0.05
H -1.107 2.171 0.662 -0.046 -0.033 0.033 0.04
H 0.652 -2.095 -3.171 -0.319 0.171 0.443 0.02
H -2.072 -1.963 1.180 -0.060 0.159 -0.010 0.00
H -2.420 -0.654 -1.243 -0.067 0.120 -0.192 0.08
H 0.676 -2.863 -1.818 -0.084 0.414 0.095 0.00
H -2.499 1.388 -0.067 -0.164 -0.062 0.188 0.06
H 2.203 -1.270 -0.717 -0.518 -0.509 0.315 0.07
H -3.248 -1.468 0.385 0.024 0.131 -0.010 0.01
H 1.712 1.706 0.813 -0.415 -0.029 -0.155 -0.02
H -0.188 -0.108 3.277 -0.042 0.558 -0.035 0.05
H -0.336 -1.470 1.560 -0.224 0.094 -0.533 0.08
```
Forces are in eV/Å.

***

2.
Entry from OMol25: a cluster of 5 separate species, C6H22O5 in total at a distorted geometry (ωB97M-V/def2-TZVPD).

Calculated values
Molecular weight = 174.2 g/mol
ΔE to the lowest compared entry with this formula, charge and spin = 0.0 kJ/mol
Gap between HOMO and LUMO = 9.60 eV
LUMO energy = 0.14 eV
2S+1 = 1

Geometry as XYZ:
```
33
Properties=species:S:1:pos:R:3:forces:R:3:lowdin_charge:R:1
O -29.527 7.154 -14.394 -0.068 -0.069 -0.257 -0.06
O -28.666 8.768 -12.067 0.433 -0.538 0.394 -0.08
O -26.232 7.310 -12.011 0.270 -0.180 0.193 -0.06
O -24.210 7.245 -14.308 0.007 -0.245 0.093 -0.05
O -23.966 8.140 -10.412 0.204 -0.090 0.092 -0.04
C -27.752 5.908 -15.466 -0.421 -0.541 0.276 -0.05
C -29.252 4.889 -13.642 -0.198 -0.688 -0.021 -0.06
C -29.389 10.885 -12.795 0.607 0.176 -0.356 -0.05
C -27.892 10.689 -10.792 -0.398 -0.183 0.934 -0.06
C -28.242 10.123 -12.159 0.099 -0.046 0.193 -0.50
C -29.134 5.854 -14.812 0.342 0.158 0.496 -0.50
H -25.484 7.465 -11.404 -0.231 0.086 -0.190 0.01
H -23.713 7.799 -9.546 -0.057 0.050 -0.116 0.06
H -27.837 6.460 -16.399 0.298 0.282 0.113 0.08
H -27.325 10.168 -12.758 -0.178 0.062 -0.345 0.14
H -24.172 7.159 -15.269 -0.079 0.049 0.109 0.05
H -29.849 5.535 -15.572 -0.158 0.119 0.007 0.13
H -28.602 5.059 -12.780 0.236 0.443 -0.243 0.08
H -29.039 11.890 -13.046 -0.230 0.047 0.115 0.08
H -30.239 10.934 -12.118 -0.032 0.027 0.040 0.08
H -29.055 3.859 -13.963 -0.075 0.079 -0.037 0.08
H -28.756 10.582 -10.123 -0.046 0.095 -0.175 0.08
H -27.622 11.745 -10.798 0.012 0.028 -0.286 0.08
H -29.694 10.405 -13.724 -0.044 -0.089 0.032 0.08
H -27.896 8.224 -11.791 -0.274 0.355 -0.209 0.05
H -27.387 4.904 -15.703 -0.054 -0.014 -0.002 0.08
H -29.091 7.374 -13.554 -0.128 0.214 -0.147 0.05
H -27.061 6.353 -14.752 0.186 0.247 -0.204 0.06
H -27.091 10.155 -10.273 0.143 -0.101 -0.378 0.07
H -30.275 4.932 -13.266 -0.015 -0.051 -0.023 0.08
H -24.032 6.355 -13.975 0.041 0.104 -0.119 0.05
H -23.136 8.273 -10.886 -0.149 0.014 0.033 0.06
H -25.828 7.266 -12.888 -0.041 0.200 -0.013 0.01
```
Forces are in eV/Å.

***

3.
Entry from OMol25: a cluster of 7 separate species, C6H22O6 in total at a distorted geometry (ωB97M-V/def2-TZVPD).

Calculated values
Molecular weight = 190.2 g/mol
ΔE to the lowest compared entry with this formula, charge and spin = 250.0 kJ/mol
Gap between HOMO and LUMO = 8.66 eV
LUMO energy = 0.21 eV
2S+1 = 1

Geometry as XYZ:
```
34
Properties=species:S:1:pos:R:3:forces:R:3:lowdin_charge:R:1
O -4.225 1.689 -2.284 0.469 -0.028 -0.046 -0.05
O -0.258 2.621 2.640 -0.333 0.128 0.679 -0.06
O -1.214 3.135 -1.369 0.529 0.070 -0.173 -0.07
O -0.568 4.610 0.818 -0.770 0.153 0.060 -0.05
O 0.624 -0.454 2.002 0.105 0.080 0.112 -0.04
O -1.605 1.268 0.516 0.577 -0.306 -0.632 -0.06
C 0.697 -2.267 -1.156 0.054 -0.197 1.701 -0.12
C 1.214 -3.174 1.089 -2.861 -2.048 0.284 -0.17
C 0.198 -4.069 1.106 1.947 0.300 1.217 0.03
C 1.502 -2.360 -0.078 1.140 -0.052 -0.506 -0.35
C 0.931 -1.409 -2.323 -0.007 1.068 -1.667 -0.10
C 2.889 -1.798 0.040 0.294 -0.210 -0.416 -0.05
H -1.149 1.377 -0.350 -0.399 0.539 0.684 0.05
H -3.531 2.354 -2.236 -0.243 0.217 0.066 0.01
H -3.701 0.935 -2.572 -0.269 -0.321 -0.086 0.04
H 0.640 2.435 2.355 -0.080 -0.145 -0.261 0.05
H 0.222 -4.736 1.969 -0.781 0.157 -0.236 0.06
H -0.954 4.222 1.620 0.226 -0.054 -0.219 0.04
H -0.881 2.230 2.008 0.348 -0.305 -0.232 0.00
H -2.090 3.481 -1.490 -0.635 0.208 -0.227 0.02
H 0.309 -0.901 1.208 -0.012 0.037 -0.015 0.01
H 3.688 -2.519 -0.201 -0.529 -0.130 -0.567 0.09
H 0.320 -0.488 -2.361 -0.321 -0.454 0.323 0.07
H 0.047 0.308 2.098 -0.152 0.038 0.058 -0.01
H 3.114 -1.685 1.100 -0.160 1.143 -0.095 0.07
H 0.247 4.975 1.141 0.636 0.305 0.026 0.05
H 1.926 -0.962 -2.401 0.146 -0.559 0.146 0.07
H -0.912 3.695 -0.626 0.329 -0.121 0.038 0.00
H 0.716 -1.900 -3.293 0.172 0.011 0.510 0.08
H -2.151 0.498 0.364 -0.386 -0.302 0.284 0.05
H 1.698 -3.117 2.062 0.716 0.425 -0.620 0.11
H -0.232 -2.840 -1.071 0.123 0.458 -0.404 0.10
H 2.982 -0.947 -0.635 0.509 0.278 0.671 0.07
H -0.491 -4.205 0.310 -0.381 -0.384 -0.458 0.04
```
Forces are in eV/Å.

***

Number 1 is which compound? C6H22NO5

***

The highest ΔE to the lowest compared entry with this formula, charge and spin belongs to which entry? C6H22NO5

***

What is the formula in the third record? C6H22O6

***

Which of these has the highest molecular weight? C6H22O6